The following is a DFT calculation (ωB97M-V/def2-TZVPD) of a structure of composition C19H37BeGeN4 in a non-equilibrium geometry.

ORCA input file:
```
! RIJCOSX wB97M-V def2-TZVPD def2/J DEFGRID3
* xyz 3 1
Ge 1.53 -0.76 -0.49
N -2.52 -2.15 -0.47
N -2.29 0.89 -0.47
N -1.57 -0.62 1.47
N -1.45 -0.61 -2.37
C 3.16 1.41 -0.41
C -3.33 -2.17 0.77
C -3.28 3.43 -0.49
C -3.25 -2.16 -1.77
C 3.46 -1.45 2.07
C 2.87 3.95 -0.40
C -2.48 1.50 -1.64
C -2.10 0.66 -2.83
C -2.23 0.66 1.90
C -2.20 -1.83 -2.82
C -2.98 2.78 -1.70
C -2.55 1.50 0.70
C 4.96 -1.39 2.37
C -2.34 -1.83 1.88
C 3.62 2.75 0.18
C 1.66 -2.42 0.52
C -3.05 2.79 0.72
C 1.72 1.10 0.03
C 3.16 -2.38 0.90
Be -1.66 -0.65 -0.45
H -3.80 -3.14 0.94
H 2.22 -0.98 -1.85
H -3.14 3.28 -2.64
H -2.86 -1.67 2.83
H 3.10 -0.44 1.85
H 2.84 3.91 -1.49
H 1.42 -3.24 -0.16
H 3.86 0.63 -0.07
H 4.68 2.84 -0.04
H 3.39 4.87 -0.13
H 3.22 1.45 -1.50
H -1.43 1.21 -3.49
H -0.54 -0.65 -2.82
H -1.95 -3.00 -0.46
H 3.52 2.73 1.27
H 1.59 1.18 1.11
H -3.67 4.43 -0.51
H -2.99 0.43 -3.40
H 5.34 -2.38 2.63
H -3.16 0.43 2.42
H 2.93 -1.80 2.96
H -2.66 -1.68 -3.79
H -0.67 -0.66 1.95
H 5.16 -0.74 3.22
H 1.85 4.04 -0.02
H 0.99 1.76 -0.46
H -3.72 -3.12 -1.97
H 3.44 -3.41 1.15
H 3.78 -2.12 0.04
H -3.25 3.29 1.66
H -1.64 -2.66 2.02
H -4.11 -1.41 0.69
H -1.49 -2.66 -2.92
H 1.01 -2.46 1.39
H -1.61 1.20 2.60
H 5.52 -1.03 1.52
H -4.03 -1.40 -1.73
*
```

The LUMO energy comes out at -11.44 eV.

Calculated atomic charges, method natural (NBO), unit e:
1. Ge 1.43
2. N -0.82
3. N -0.77
4. N -0.76
5. N -0.75
6. C -0.42
7. C -0.25
8. C -0.05
9. C -0.25
10. C -0.40
11. C -0.62
12. C 0.24
13. C -0.28
14. C -0.28
15. C -0.24
16. C -0.22
17. C 0.24
18. C -0.61
19. C -0.24
20. C -0.39
21. C -0.82
22. C -0.22
23. C -0.84
24. C -0.43
25. Be 1.65
26. H 0.26
27. H -0.13
28. H 0.27
29. H 0.25
30. H 0.17
31. H 0.21
32. H 0.27
33. H 0.22
34. H 0.25
35. H 0.26
36. H 0.23
37. H 0.26
38. H 0.42
39. H 0.42
40. H 0.21
41. H 0.25
42. H 0.27
43. H 0.25
44. H 0.24
45. H 0.25
46. H 0.22
47. H 0.25
48. H 0.42
49. H 0.24
50. H 0.19
51. H 0.27
52. H 0.26
53. H 0.28
54. H 0.23
55. H 0.27
56. H 0.23
57. H 0.23
58. H 0.23
59. H 0.24
60. H 0.26
61. H 0.21
62. H 0.23

The following is a DFT calculation (ωB97M-V/def2-TZVPD) of a cluster of 8 separate species, C19H37Br10Cl3O2 in total in a non-equilibrium geometry.

ORCA input file:
```
! RIJCOSX wB97M-V def2-TZVPD def2/J DEFGRID3
* xyz 0 1
Br -1.35 -1.45 -4.25
Br -1.41 -0.10 6.10
Br 2.67 -1.71 -4.56
Br -4.16 2.71 -4.38
Br -2.88 -5.63 1.78
Br -5.07 -2.24 -1.36
Br -4.65 -1.44 3.03
Br -0.10 -3.00 -0.82
Br -1.26 5.91 -2.48
Br 1.62 2.73 -3.68
Cl 1.26 0.85 0.14
Cl -1.29 1.18 1.68
Cl -1.13 1.80 -1.28
O 3.33 -3.30 0.67
O 2.02 2.67 4.74
C 2.96 3.47 3.94
C -3.04 -0.98 5.37
C -3.66 -1.37 -2.52
C 0.64 2.69 4.30
C -0.94 -4.62 -0.02
C -2.10 4.57 -3.70
C 3.09 -1.93 0.62
C 2.08 3.73 2.69
C 4.36 -3.74 -0.22
C 2.19 0.17 -4.79
C 3.49 -1.61 -0.77
C -3.40 4.06 -3.09
C -0.56 0.71 0.09
C 4.76 -2.45 -0.92
C -2.21 -4.13 0.73
C 2.07 0.79 -3.47
C -2.94 -2.34 -3.43
C 0.69 3.80 3.28
C -3.42 -0.28 4.08
H 3.08 0.60 -5.26
H 3.84 2.94 3.58
H -2.91 -0.92 -1.87
H -2.16 4.91 -4.73
H -2.56 -3.23 -2.92
H -1.19 -5.33 -0.80
H -1.37 3.76 -3.80
H 5.51 -1.92 -0.34
H 3.68 -1.40 1.37
H -1.00 -0.28 -0.07
H 5.20 -4.23 0.28
H 3.09 0.78 -3.08
H 3.19 4.42 4.41
H -2.84 -2.01 5.07
H -0.22 -5.10 0.65
H -2.12 -3.28 1.41
H 3.94 -4.39 -0.98
H -2.45 -0.08 3.62
H 2.35 4.66 2.18
H 2.02 -1.76 0.75
H 0.34 1.78 3.77
H 0.56 4.78 3.73
H 2.67 -1.92 -1.42
H -4.19 -0.66 -3.14
H -2.92 -3.97 -0.08
H -3.25 3.59 -2.12
H -4.11 4.88 -2.94
H -3.86 0.67 4.38
H 5.20 -2.52 -1.92
H 1.37 0.34 -2.76
H -0.01 2.95 5.13
H 2.12 2.84 2.06
H 1.29 0.24 -5.39
H -3.59 -2.70 -4.22
H -3.76 -1.07 6.19
H 3.53 -0.52 -0.88
H -0.17 3.64 2.62
*
```

Its energy above the lowest of the compared OMol25 structures with the same formula, charge and spin is 0.0 kJ/mol. The structure (SMILES) is ClC(Cl)Cl.C1CCOC1.C1CCOC1.BrCCBr.BrCCBr.BrCCBr.BrCCBr.BrCCBr. The LUMO energy comes out at 0.03 eV.

Calculated atomic charges, method Mulliken, unit e:
1. Br -0.10
2. Br -0.17
3. Br -0.15
4. Br -0.18
5. Br -0.16
6. Br -0.17
7. Br -0.16
8. Br -0.03
9. Br -0.15
10. Br -0.16
11. Cl -0.05
12. Cl -0.17
13. Cl 0.10
14. O -0.42
15. O -0.45
16. C -0.45
17. C -0.59
18. C -0.17
19. C -0.02
20. C -0.73
21. C -0.51
22. C -0.45
23. C -0.10
24. C -0.37
25. C -0.69
26. C 0.43
27. C -0.51
28. C 0.23
29. C -0.83
30. C -0.35
31. C -0.16
32. C -0.53
33. C -0.62
34. C -0.27
35. H 0.46
36. H 0.28
37. H -0.06
38. H 0.45
39. H 0.20
40. H 0.40
41. H 0.17
42. H 0.30
43. H 0.30
44. H -0.17
45. H 0.30
46. H 0.32
47. H 0.32
48. H 0.37
49. H 0.46
50. H 0.34
51. H 0.25
52. H 0.02
53. H 0.40
54. H 0.20
55. H 0.04
56. H 0.31
57. H -0.29
58. H 0.40
59. H 0.10
60. H 0.29
61. H 0.43
62. H 0.43
63. H 0.38
64. H -0.03
65. H 0.24
66. H -0.21
67. H 0.41
68. H 0.42
69. H 0.39
70. H 0.18
71. H 0.31

The following is a DFT calculation (ωB97M-V/def2-TZVPD) of a cluster of 8 separate species, C19H37Cl14NO5S in total in a non-equilibrium geometry.

ORCA input file:
```
! RIJCOSX wB97M-V def2-TZVPD def2/J DEFGRID3
* xyz 0 1
Cl 4.71 4.31 0.20
Cl 0.49 -1.26 2.21
Cl 1.95 4.48 -4.26
Cl -4.36 -4.16 3.04
Cl 2.34 -4.07 4.40
Cl -4.34 1.62 -2.14
Cl 5.73 11.54 -0.81
Cl 4.84 10.21 2.20
Cl -4.69 -1.35 -0.51
Cl -0.40 3.03 -2.31
Cl 0.60 1.55 0.34
Cl 3.24 6.94 -1.38
Cl -7.05 -2.71 1.54
Cl -0.13 -5.03 6.53
S 1.61 -2.24 -1.78
O 1.75 -3.31 -2.96
O -1.19 -4.88 -0.42
O 2.55 -1.21 -2.03
O -3.26 -4.74 -1.01
O 0.27 -1.78 -1.69
N -2.41 -4.15 -0.48
C 1.42 -3.02 5.51
C -5.87 0.77 -1.78
C 2.06 -3.03 -0.25
C 2.62 5.26 -1.28
C 5.33 9.32 0.73
C 1.51 -4.47 -0.10
C 1.00 -5.08 -1.39
C 1.06 -3.73 6.79
C -0.48 -4.82 -1.65
C 1.85 -4.70 -2.57
C -0.84 -0.10 1.96
C -6.19 -4.18 1.02
C -5.68 -4.99 2.18
C 0.86 3.14 -4.73
C -0.49 3.28 -4.08
C 2.96 4.61 0.03
C -0.81 0.48 0.57
C 6.38 10.06 -0.06
C -5.81 0.04 -0.46
H -1.70 1.08 0.40
H 4.44 9.14 0.14
H 0.78 -4.51 0.70
H -1.16 2.53 -4.47
H 2.46 3.65 0.10
H 3.14 -3.06 -0.21
H 5.73 8.36 1.06
H -6.65 1.53 -1.74
H 1.54 5.32 -1.40
H 0.61 -3.02 7.49
H -6.90 -4.77 0.44
H -0.64 -3.89 -2.17
H 1.51 -5.26 -3.43
H -5.38 -3.88 0.36
H -6.79 -0.36 -0.22
H 0.53 -2.68 4.98
H 1.94 -4.16 7.26
H -5.28 -5.93 1.82
H -1.77 -0.65 2.11
H 3.03 4.71 -2.12
H 2.34 -5.08 0.22
H 1.10 -6.15 -1.28
H 2.05 -2.16 5.73
H 1.70 -2.39 0.53
H -5.49 0.70 0.34
H -0.92 4.26 -4.26
H 0.76 3.18 -5.81
H 2.87 -5.00 -2.37
H -6.47 -5.20 2.90
H -0.77 0.67 2.73
H 7.22 10.33 0.56
H -0.84 -5.61 -2.30
H -0.76 -0.30 -0.18
H 2.65 5.22 0.87
H 6.73 9.42 -0.87
H 1.34 2.21 -4.46
H -6.08 0.09 -2.60
*
```

The structure (SMILES) is O=NOC[C@@H]1CCS(=O)(=O)OC1.ClCCCl.ClCCCl.ClCCCl.ClCCCl.ClCCCl.ClCCCl.ClCCCl. The LUMO energy comes out at -0.49 eV.

Calculated atomic charges, method Mulliken, unit e:
1. Cl -0.22
2. Cl -0.19
3. Cl -0.19
4. Cl -0.17
5. Cl -0.19
6. Cl -0.13
7. Cl -0.19
8. Cl -0.19
9. Cl -0.06
10. Cl -0.11
11. Cl -0.13
12. Cl -0.18
13. Cl -0.20
14. Cl -0.18
15. S 1.16
16. O -0.32
17. O -0.24
18. O -0.69
19. O -0.32
20. O -0.56
21. N 0.28
22. C -0.39
23. C -0.52
24. C 0.10
25. C -0.33
26. C -0.23
27. C -1.02
28. C 0.36
29. C -0.44
30. C -0.78
31. C -0.84
32. C -0.57
33. C 0.03
34. C -0.50
35. C -0.44
36. C -0.52
37. C 0.11
38. C -0.22
39. C -0.42
40. C -0.53
41. H 0.33
42. H 0.12
43. H 0.41
44. H 0.31
45. H -0.22
46. H 0.41
47. H 0.28
48. H 0.33
49. H 0.24
50. H 0.30
51. H 0.35
52. H 0.44
53. H 0.43
54. H -0.17
55. H 0.28
56. H 0.26
57. H 0.32
58. H 0.30
59. H 0.32
60. H 0.29
61. H 0.37
62. H 0.50
63. H 0.33
64. H -0.46
65. H 0.33
66. H 0.34
67. H 0.34
68. H 0.36
69. H 0.37
70. H 0.40
71. H 0.32
72. H 0.39
73. H 0.05
74. H 0.37
75. H 0.30
76. H 0.28
77. H 0.32

The following is a DFT calculation (ωB97M-V/def2-TZVPD) of a cluster of 3 separate species, C19H37FN6O4P in total in a non-equilibrium geometry.

ORCA input file:
```
! RIJCOSX wB97M-V def2-TZVPD def2/J DEFGRID3
* xyz 1 1
P -0.28 -0.02 -1.69
F 1.54 0.98 3.62
O -2.21 0.55 0.19
O 2.83 0.10 1.95
O -1.81 -4.96 -0.68
O -0.38 -2.54 1.81
N -4.08 1.51 1.71
N 2.61 1.76 -0.72
N 1.11 -3.47 3.20
N 0.32 0.68 -0.14
N -1.10 0.99 -2.62
N -3.20 -3.22 -0.43
C -4.11 -5.50 -0.31
C -1.21 2.78 0.07
C 0.29 3.08 -0.54
C -0.49 5.53 -0.74
C 0.70 4.59 -0.17
C 1.63 2.27 1.41
C -0.94 1.22 0.51
C -0.49 6.16 -2.04
C -2.95 -4.56 -0.49
C 2.64 1.79 -2.22
C -4.47 -2.56 -0.21
C 5.02 1.27 -3.37
C -0.93 -4.72 2.66
C 2.08 1.03 2.29
C 4.02 2.43 -2.80
C -3.12 1.04 1.17
C 1.26 1.86 -0.13
C -0.06 -3.50 2.52
C 1.66 -4.49 4.07
H -4.66 -1.91 -1.07
H 4.59 2.90 -1.92
H 1.81 -4.05 5.06
H 0.09 3.16 -1.67
H 0.83 -0.50 -2.49
H 1.66 4.93 -0.70
H -1.50 3.43 0.96
H 1.73 2.26 -2.72
H -2.37 -2.66 -0.55
H 2.54 2.97 1.32
H -4.38 -1.94 0.68
H 4.42 0.36 -3.74
H -4.57 -5.36 0.67
H -5.29 -3.26 -0.09
H 1.01 -5.36 4.15
H -1.97 2.82 -0.77
H -1.36 5.70 -0.01
H 3.77 3.21 -3.60
H -1.23 -4.85 3.70
H 0.79 2.82 1.94
H 5.72 0.89 -2.54
H -0.77 5.53 -2.94
H -0.91 1.24 1.67
H -0.26 7.29 -2.10
H -1.84 -4.59 2.06
H -0.58 1.04 -3.52
H -4.85 -5.34 -1.10
H -0.40 -5.60 2.30
H 0.75 4.81 0.95
H 0.53 -0.17 0.42
H 1.64 -2.62 3.05
H -3.76 -6.53 -0.39
H 2.63 -4.80 3.67
H 3.13 0.93 -0.42
H 2.66 0.69 -2.57
H 5.67 1.66 -4.22
H -1.11 -1.16 -1.39
*
```

The LUMO energy comes out at -3.19 eV.

Calculated atomic charges, method natural (NBO), unit e:
1. P 1.35
2. F -0.35
3. O -0.50
4. O -0.53
5. O -0.64
6. O -0.71
7. N -0.27
8. N -0.64
9. N -0.60
10. N -0.73
11. N -1.24
12. N -0.61
13. C -0.72
14. C -0.45
15. C -0.26
16. C -0.18
17. C -0.46
18. C -0.55
19. C 0.22
20. C -0.42
21. C 0.68
22. C -0.25
23. C -0.41
24. C -0.63
25. C -0.72
26. C 0.87
27. C -0.42
28. C 0.48
29. C 0.32
30. C 0.70
31. C -0.41
32. H 0.20
33. H 0.22
34. H 0.21
35. H 0.27
36. H 0.03
37. H 0.25
38. H 0.25
39. H 0.22
40. H 0.38
41. H 0.32
42. H 0.20
43. H 0.20
44. H 0.23
45. H 0.22
46. H 0.22
47. H 0.29
48. H 0.21
49. H 0.23
50. H 0.23
51. H 0.26
52. H 0.22
53. H 0.22
54. H 0.26
55. H 0.24
56. H 0.25
57. H 0.39
58. H 0.23
59. H 0.24
60. H 0.23
61. H 0.49
62. H 0.40
63. H 0.25
64. H 0.21
65. H 0.41
66. H 0.17
67. H 0.24
68. H 0.04

| no. | E_HOMO (eV) | orbital gap (eV) | energy (hartree) |
| --- | --- | --- | --- |
| 1 | -19.0153 | 7.58 | -3055.96825 |
| 2 | -9.5757 | 9.61 | -28017.26570 |
| 3 | -10.3831 | 9.90 | -8017.88605 |
| 4 | -10.4228 | 7.23 | -1816.30545 |